(1)
The ion C5H13N2O with charge +1 at a distorted geometry, computed with wB97M-V/def2-TZVPD.

Calculated values
- SMILES: C[C@@H]([NH3+])C(=O)N(C)C
- Multiplicity: 1
- HOMO: -13.70 eV
- Energy relative to the best compared isomer or geometry (same formula, charge and spin): 90.1 kJ/mol
- HOMO-LUMO gap: 10.5105 eV
- Charge: +1
- Total energy: -382.8273 Eh

Element x y z (Å)
C (-0.021, -1.443, -1.412)
C (-0.526, -0.033, -1.141)
N (-1.958, 0.116, -1.550)
C (-0.511, 0.512, 0.296)
O (-1.626, 0.808, 0.763)
N (0.589, 0.629, 1.020)
C (0.489, 0.934, 2.464)
C (1.854, 0.022, 0.609)
H (0.952, -1.574, -1.009)
H (0.033, -1.582, -2.494)
H (-0.662, -2.246, -1.040)
H (0.073, 0.616, -1.711)
H (-2.360, 0.519, -0.672)
H (-2.330, -0.810, -1.707)
H (-2.041, 0.689, -2.385)
H (0.506, 2.027, 2.558)
H (1.376, 0.531, 2.926)
H (-0.473, 0.685, 2.903)
H (1.830, -1.053, 0.795)
H (2.680, 0.403, 1.188)
H (2.129, 0.253, -0.401)

Cartesian forces (eV/Å) of the 3 atoms listed first:
C -0.92 -0.15 -0.53
C 0.12 -0.62 0.67
N 1.02 -0.39 -0.46

---

(2)
A cluster of 3 separate species, C27H49F7N2O7P in total, computed with wB97M-V/def2-TZVPD.

Calculated values
- Multiplicity: 1
- HOMO: -12.07 eV
- Energy relative to the best compared isomer or geometry (same formula, charge and spin): 0.0 kJ/mol
- HOMO-LUMO gap: 8.9367 eV
- Charge: +1
- Total energy: -2734.5532 Eh

Element x y z (Å)
C (-0.888, 1.885, -3.699)
C (-2.061, 1.613, -2.758)
C (-3.117, 0.757, -3.471)
C (-1.681, 1.048, -1.361)
C (-0.223, 0.683, -1.048)
C (0.371, -0.547, -1.768)
N (-0.609, -1.460, -2.360)
C (1.111, -1.437, -0.767)
O (0.813, -1.595, 0.486)
C (1.779, -1.137, 1.523)
C (1.747, -2.067, 2.718)
C (1.870, -3.536, 2.338)
C (2.819, -1.616, 3.735)
C (4.257, -1.795, 3.253)
C (2.584, -0.174, 4.204)
N (2.038, -2.083, -1.392)
F (2.740, -3.041, -0.762)
C (2.131, -1.805, -2.837)
P (3.717, -2.240, -3.818)
O (3.312, -3.774, -4.241)
O (4.700, -2.598, -2.567)
C (1.534, -0.372, -2.822)
C (2.519, 0.735, -2.421)
C (3.609, 1.202, -3.422)
C (3.187, 1.116, -4.897)
C (5.000, 0.598, -3.138)
H (-0.035, 2.344, -3.198)
H (-0.556, 0.975, -4.206)
H (-1.196, 2.570, -4.490)
H (-2.527, 2.583, -2.576)
H (-2.661, -0.001, -4.117)
H (-3.747, 1.366, -4.117)
H (-3.768, 0.242, -2.763)
H (-2.324, 0.196, -1.128)
H (-1.940, 1.800, -0.617)
H (-0.206, 0.465, 0.022)
H (0.402, 1.562, -1.168)
H (-1.331, -1.710, -1.694)
H (-1.063, -1.028, -3.157)
H (1.449, -0.133, 1.785)
H (2.766, -1.080, 1.064)
H (0.786, -1.927, 3.223)
H (2.823, -3.752, 1.856)
H (1.070, -3.846, 1.667)
H (1.810, -4.151, 3.235)
H (2.692, -2.274, 4.599)
H (4.491, -1.157, 2.398)
H (4.488, -2.827, 2.993)
H (4.942, -1.504, 4.049)
H (2.937, -0.037, 5.225)
H (1.527, 0.100, 4.189)
H (3.131, 0.543, 3.586)
H (1.357, -2.453, -3.266)
H (2.387, -3.976, -4.422)
H (5.088, -3.482, -2.640)
H (1.104, -0.154, -3.796)
H (3.015, 0.461, -1.482)
H (1.918, 1.608, -2.184)
H (3.696, 2.269, -3.214)
H (2.630, 0.213, -5.144)
H (2.581, 1.975, -5.186)
H (4.067, 1.117, -5.539)
H (5.458, 0.187, -4.036)
H (4.973, -0.205, -2.401)
H (5.674, 1.357, -2.741)
C (-5.175, 4.511, 3.518)
C (-4.686, 3.677, 2.359)
O (-3.260, 3.866, 2.131)
C (-2.452, 3.172, 2.904)
O (-2.727, 2.405, 3.780)
C (-0.988, 3.429, 2.472)
F (-0.744, 4.712, 2.230)
F (-0.750, 2.736, 1.333)
F (-0.133, 2.993, 3.391)
H (-4.962, 5.567, 3.351)
H (-6.253, 4.387, 3.617)
H (-4.708, 4.201, 4.451)
H (-5.144, 3.979, 1.421)
H (-4.860, 2.613, 2.512)
C (-2.314, -1.229, 3.603)
C (-2.518, -1.755, 2.199)
O (-3.913, -2.020, 1.919)
C (-4.655, -0.963, 1.638)
O (-4.300, 0.180, 1.604)
C (-6.102, -1.399, 1.307)
F (-6.556, -2.295, 2.180)
F (-6.122, -1.951, 0.083)
F (-6.910, -0.348, 1.308)
H (-2.721, -1.929, 4.333)
H (-1.247, -1.113, 3.796)
H (-2.788, -0.259, 3.738)
H (-2.031, -2.717, 2.056)
H (-2.145, -1.052, 1.451)

Cartesian forces (eV/Å) of the 3 atoms listed first:
C -0.04 0.08 -0.07
C -0.01 -0.04 -0.06
C 0.02 -0.01 -0.02

---

(3)
A cluster of 4 separate species, C16H20F12O8 in total at a distorted geometry, computed with wB97M-V/def2-TZVPD.

Calculated values
- SMILES: CCOC(=O)C(F)(F)F.CCOC(=O)C(F)(F)F.CCOC(=O)C(F)(F)F.CCOC(=O)C(F)(F)F
- Multiplicity: 1
- HOMO: -11.16 eV
- Energy relative to the best compared isomer or geometry (same formula, charge and spin): 712.7 kJ/mol
- HOMO-LUMO gap: 11.4337 eV
- Total energy: -2421.7972 Eh

Element x y z (Å)
C (-52.000, -54.049, 69.222)
C (-52.284, -55.516, 69.290)
O (-52.335, -55.991, 67.960)
C (-52.487, -57.349, 67.798)
O (-52.667, -58.141, 68.735)
C (-52.611, -57.762, 66.383)
F (-52.900, -59.097, 66.133)
F (-53.580, -57.001, 65.634)
F (-51.317, -57.592, 65.701)
H (-52.181, -53.657, 70.295)
H (-52.721, -53.587, 68.505)
H (-50.819, -53.954, 69.089)
H (-53.368, -55.808, 69.593)
H (-51.548, -56.012, 70.061)
C (-58.567, -53.449, 74.473)
C (-57.661, -53.683, 73.261)
O (-56.409, -54.223, 73.565)
C (-55.512, -54.695, 72.667)
O (-55.805, -54.893, 71.461)
C (-54.198, -55.026, 73.342)
F (-54.282, -56.272, 73.771)
F (-53.244, -54.881, 72.374)
F (-53.891, -54.227, 74.429)
H (-59.535, -53.240, 73.901)
H (-58.329, -52.429, 75.073)
H (-58.758, -54.153, 74.951)
H (-57.413, -52.825, 72.750)
H (-58.069, -54.312, 72.602)
C (-59.085, -52.513, 67.982)
C (-59.523, -52.237, 69.395)
O (-59.282, -50.857, 69.673)
C (-59.301, -50.526, 70.950)
O (-59.559, -51.199, 71.952)
C (-58.823, -49.038, 71.163)
F (-58.313, -48.797, 72.451)
F (-57.876, -48.682, 70.233)
F (-59.877, -48.202, 70.918)
H (-58.018, -52.369, 68.119)
H (-59.656, -51.902, 67.533)
H (-59.325, -53.425, 67.552)
H (-59.071, -52.893, 69.955)
H (-60.640, -52.369, 69.445)
C (-56.420, -49.661, 74.977)
C (-55.328, -50.550, 74.309)
O (-55.693, -50.861, 72.965)
C (-54.766, -51.502, 72.208)
O (-53.738, -51.977, 72.529)
C (-55.216, -51.528, 70.648)
F (-54.769, -50.373, 70.007)
F (-54.611, -52.655, 70.137)
F (-56.651, -51.745, 70.536)
H (-55.983, -49.300, 75.747)
H (-57.334, -50.130, 75.038)
H (-56.506, -48.814, 74.449)
H (-55.025, -51.404, 74.939)
H (-54.309, -50.098, 74.520)

Cartesian forces (eV/Å) of the 3 atoms listed first:
C 1.40 0.45 1.85
C -1.88 -1.26 2.58
O 1.32 -3.08 -2.11

---

(4)
A cluster of 3 separate species, CH8N2O in total at a distorted geometry, computed with wB97M-V/def2-TZVPD.

Calculated values
- Multiplicity: 2
- HOMO (spin up / spin down): -16.86 / -16.72 eV
- Energy relative to the best compared isomer or geometry (same formula, charge and spin): 542.7 kJ/mol
- HOMO-LUMO gap (spin up / spin down): 8.6016 / 7.9937 eV
- Charge: +1
- Total energy: -227.0932 Eh

Element x y z (Å)
N (0.534, -1.008, 0.908)
H (1.439, -1.078, 0.464)
H (0.430, -0.018, 1.125)
H (-0.389, 2.352, 1.944)
H (0.322, -1.516, 1.755)
N (-0.807, -0.896, -1.983)
C (-0.020, 0.164, -1.524)
O (-0.269, 1.381, -1.613)
H (-1.762, -1.018, -1.621)
H (-0.055, 1.721, 2.170)
H (-0.433, 0.077, -0.326)
H (1.010, -0.160, -1.299)

Cartesian forces (eV/Å) of the 3 atoms listed first:
N -1.32 2.43 -1.07
H 0.21 -0.79 0.44
H 0.52 -0.01 0.90